1.
{"formula": "C28H61BFN5O19P", "method": "ωB97M-V/def2-TZVPD", "gap_ev": 6.19, "homo_energy_ev": -4.16, "multiplicity": 1, "charge": -1, "elements": ["C", "N", "C", "B", "O", "P", "C", "C", "N", "C", "C", "O", "C", "C", "F", "C", "C", "C", "O", "O", "C", "C", "N", "N", "N", "H", "H", "H", "H", "H", "H", "H", "H", "H", "H", "H", "H", "H", "H", "H", "H", "H", "H", "H", "H", "H", "H", "H", "H", "H", "H", "H", "H", "H", "H", "H", "C", "O", "C", "O", "O", "C", "H", "H", "H", "H", "H", "H", "C", "O", "C", "O", "O", "C", "H", "H", "H", "H", "H", "H", "C", "O", "C", "O", "O", "C", "H", "H", "H", "H", "H", "H", "C", "O", "C", "O", "O", "C", "H", "H", "H", "H", "H", "H", "C", "O", "C", "O", "O", "C", "H", "H", "H", "H", "H", "H"], "xyz": [[4.13, 0.82, 5.35], [2.79, 1.19, 4.95], [2.03, 1.78, 6.04], [2.05, 0.08, 4.23], [1.71, -0.96, 5.13], [1.50, 0.12, 2.33], [2.77, -1.30, 1.78], [3.60, -1.93, 2.82], [4.86, -1.78, 2.84], [3.00, 1.35, 1.96], [2.91, 2.80, 2.30], [2.54, 3.62, 1.53], [0.07, -1.14, 2.72], [0.26, -2.65, 2.59], [0.94, -3.30, 3.63], [0.83, 0.10, 0.50], [1.73, 0.40, -0.72], [1.75, 1.85, -1.08], [2.75, 2.44, -1.29], [0.57, 2.50, -1.15], [0.37, 1.65, 2.72], [-1.14, 1.57, 3.06], [-1.45, 3.10, 3.17], [-1.51, 1.11, 4.41], [-2.10, 1.18, 2.04], [4.62, 1.71, 5.75], [4.75, 0.47, 4.53], [4.14, 0.09, 6.18], [1.34, 1.12, 6.57], [1.49, 2.66, 5.69], [2.73, 2.17, 6.79], [2.50, -1.40, 5.47], [2.38, -2.01, 1.04], [3.55, -0.85, 1.16], [3.20, -2.58, 3.59], [5.21, -2.30, 3.65], [3.83, 0.95, 2.54], [3.40, 1.37, 0.94], [3.21, 3.16, 3.30], [-0.79, -0.99, 2.07], [-0.36, -1.02, 3.72], [0.54, -3.01, 1.61], [-0.76, -3.06, 2.68], [0.52, -0.93, 0.32], [-0.09, 0.66, 0.38], [1.28, -0.08, -1.60], [2.76, 0.09, -0.72], [0.73, 3.44, -0.99], [0.72, 2.18, 3.60], [0.37, 2.30, 1.85], [-1.05, 3.42, 4.05], [-2.45, 3.11, 3.36], [-2.16, 0.33, 4.33], [-0.69, 0.80, 4.92], [-3.03, 1.12, 2.43], [-2.06, 1.86, 1.30], [-0.44, 1.27, -3.71], [-1.22, 1.42, -4.91], [-1.09, 2.59, -5.51], [-0.39, 3.51, -5.15], [-1.87, 2.60, -6.60], [-1.82, 3.81, -7.34], [-0.63, 0.28, -3.32], [0.62, 1.36, -3.94], [-0.73, 2.00, -2.97], [-0.81, 4.00, -7.71], [-2.16, 4.65, -6.74], [-2.49, 3.69, -8.19], [-1.17, -5.33, 4.49], [-2.51, -5.26, 3.99], [-3.34, -6.16, 4.50], [-3.08, -7.01, 5.31], [-4.55, -5.97, 3.94], [-5.56, -6.88, 4.39], [-0.60, -4.54, 4.01], [-1.15, -5.17, 5.57], [-0.72, -6.29, 4.25], [-5.72, -6.78, 5.46], [-5.29, -7.90, 4.14], [-6.47, -6.62, 3.86], [0.48, 9.69, -8.33], [-0.07, 8.61, -7.57], [0.78, 8.09, -6.67], [1.91, 8.45, -6.48], [0.14, 7.11, -6.03], [0.92, 6.45, -5.03], [-0.29, 10.02, -9.02], [0.77, 10.52, -7.68], [1.35, 9.35, -8.90], [1.22, 7.14, -4.25], [1.80, 5.98, -5.47], [0.30, 5.68, -4.59], [-7.17, -7.97, -1.77], [-6.90, -6.59, -1.54], [-6.83, -6.25, -0.25], [-6.97, -7.00, 0.68], [-6.58, -4.94, -0.18], [-6.47, -4.44, 1.15], [-7.21, -8.12, -2.85], [-6.38, -8.59, -1.35], [-8.13, -8.25, -1.34], [-5.64, -4.92, 1.68], [-7.40, -4.58, 1.69], [-6.26, -3.37, 1.08], [3.66, 1.52, -4.37], [4.51, 0.52, -4.95], [4.09, -0.72, -4.77], [3.09, -1.06, -4.19], [4.97, -1.55, -5.35], [4.63, -2.93, -5.23], [4.10, 2.49, -4.58], [2.67, 1.48, -4.82], [3.60, 1.39, -3.29], [3.68, -3.14, -5.71], [4.61, -3.23, -4.18], [5.42, -3.49, -5.74]], "lowdin_charge": [-0.11, -0.17, -0.10, -0.54, 0.06, 0.70, -0.26, -0.33, 0.08, -0.21, -0.35, 0.02, -0.26, -0.25, -0.09, -0.24, -0.13, -0.59, 0.11, 0.08, -0.21, -0.62, 0.01, 0.08, 0.07, 0.08, 0.07, 0.08, 0.08, 0.07, 0.08, 0.09, 0.08, 0.06, 0.09, 0.03, 0.06, 0.08, 0.11, 0.07, 0.06, 0.10, 0.09, 0.06, 0.06, 0.11, 0.11, 0.13, 0.06, 0.07, 0.04, 0.04, 0.06, 0.05, 0.06, 0.08, -0.02, 0.02, -0.61, 0.11, 0.00, -0.04, 0.10, 0.08, 0.08, 0.10, 0.10, 0.09, -0.02, 0.01, -0.62, 0.12, -0.01, -0.04, 0.06, 0.10, 0.10, 0.10, 0.10, 0.09, -0.05, 0.00, -0.62, 0.12, 0.00, -0.03, 0.09, 0.10, 0.10, 0.10, 0.10, 0.07, -0.05, 0.00, -0.62, 0.12, 0.01, -0.03, 0.09, 0.10, 0.10, 0.09, 0.10, 0.10, -0.02, 0.01, -0.62, 0.12, 0.00, -0.05, 0.10, 0.08, 0.08, 0.10, 0.10, 0.09]}

***

2.
{"formula": "C28H61BNO6", "method": "ωB97M-V/def2-TZVPD", "gap_ev": [8.04, 9.28], "homo_energy_ev": [-7.97, -9.22], "multiplicity": 2, "s2": 0.754, "elements": ["C", "C", "O", "C", "C", "O", "C", "C", "O", "C", "C", "B", "O", "O", "C", "C", "C", "C", "N", "O", "C", "C", "C", "C", "H", "H", "H", "H", "H", "H", "H", "H", "H", "H", "H", "H", "H", "H", "H", "H", "H", "H", "H", "H", "H", "H", "H", "H", "H", "H", "H", "H", "H", "H", "H", "H", "H", "C", "C", "C", "C", "C", "C", "H", "H", "H", "H", "H", "H", "H", "H", "H", "H", "H", "H", "H", "H", "C", "C", "C", "C", "C", "C", "H", "H", "H", "H", "H", "H", "H", "H", "H", "H", "H", "H", "H", "H"], "xyz": [[-5.16, -0.48, 0.65], [-5.44, -1.97, 0.83], [-4.64, -2.49, 1.89], [-4.10, -3.77, 1.64], [-2.68, -3.68, 1.07], [-1.96, -2.63, 1.67], [-1.59, -1.62, 0.73], [-0.85, -0.58, 1.53], [0.05, 0.30, 0.85], [0.03, 0.43, -0.54], [-0.92, 1.53, -1.14], [-1.85, 0.83, -2.23], [-2.25, 1.46, -3.40], [-2.34, -0.46, -2.05], [-1.81, 2.20, -0.07], [-1.22, 3.41, 0.64], [-0.03, 3.09, 1.54], [-2.32, 3.97, 1.54], [-0.77, 4.48, -0.32], [-1.29, 5.64, -0.18], [-0.60, 4.07, -1.74], [-1.82, 4.37, -2.59], [0.53, 4.96, -2.31], [-0.09, 2.63, -1.85], [-4.49, -0.29, -0.18], [-6.07, 0.09, 0.56], [-4.65, -0.13, 1.54], [-6.48, -2.09, 1.11], [-5.26, -2.49, -0.11], [-4.10, -4.34, 2.57], [-4.72, -4.34, 0.95], [-2.76, -3.57, -0.01], [-2.15, -4.62, 1.26], [-2.51, -1.21, 0.32], [-1.00, -2.08, -0.06], [-1.59, 0.01, 2.07], [-0.29, -1.10, 2.30], [1.03, 0.77, -0.80], [-0.06, -0.51, -1.07], [-1.71, 1.22, -4.17], [-2.12, -0.96, -2.86], [-2.15, 1.52, 0.70], [-2.72, 2.55, -0.56], [0.76, 2.62, 0.97], [0.37, 4.04, 1.91], [-0.33, 2.46, 2.36], [-2.61, 3.15, 2.19], [-3.20, 4.26, 0.97], [-1.95, 4.76, 2.18], [-2.65, 3.69, -2.44], [-1.52, 4.25, -3.62], [-2.15, 5.39, -2.47], [1.35, 5.03, -1.59], [0.90, 4.49, -3.22], [0.15, 5.94, -2.55], [0.00, 2.46, -2.91], [0.93, 2.65, -1.47], [1.34, -0.48, 5.23], [1.65, 0.78, 4.43], [2.46, 0.52, 3.16], [3.86, -0.06, 3.40], [4.76, 0.77, 4.31], [5.07, 2.16, 3.74], [2.25, -0.96, 5.59], [0.73, -0.25, 6.10], [0.80, -1.21, 4.62], [2.16, 1.51, 5.07], [0.70, 1.25, 4.13], [2.55, 1.46, 2.60], [1.91, -0.16, 2.52], [4.35, -0.20, 2.44], [3.76, -1.07, 3.83], [5.70, 0.24, 4.45], [4.32, 0.87, 5.30], [5.54, 2.08, 2.76], [5.74, 2.70, 4.40], [4.16, 2.76, 3.63], [1.14, -1.56, -4.45], [0.75, -2.89, -3.82], [1.60, -3.26, -2.60], [3.09, -3.43, -2.88], [3.43, -4.48, -3.94], [2.98, -5.89, -3.57], [2.16, -1.56, -4.83], [0.48, -1.32, -5.29], [1.05, -0.75, -3.71], [0.81, -3.68, -4.58], [-0.30, -2.85, -3.51], [1.20, -4.18, -2.16], [1.48, -2.48, -1.84], [3.59, -3.70, -1.95], [3.52, -2.48, -3.18], [4.51, -4.48, -4.09], [2.99, -4.20, -4.90], [3.44, -6.21, -2.63], [3.28, -6.61, -4.33], [1.90, -5.96, -3.46]], "lowdin_charge": [-0.06, -0.26, -0.14, -0.19, -0.19, -0.12, -0.17, -0.15, -0.14, -0.14, -0.22, -0.61, 0.15, 0.14, -0.05, -0.45, 0.00, -0.03, -0.12, -0.01, -0.47, -0.02, -0.02, -0.07, 0.05, 0.07, 0.08, 0.11, 0.11, 0.12, 0.12, 0.12, 0.12, 0.10, 0.12, 0.12, 0.12, 0.12, 0.10, 0.12, 0.11, 0.11, 0.13, 0.08, 0.10, 0.08, 0.09, 0.09, 0.09, 0.07, 0.09, 0.08, 0.09, 0.08, 0.08, 0.12, 0.12, -0.10, -0.26, -0.23, -0.22, -0.27, -0.11, 0.07, 0.07, 0.07, 0.10, 0.09, 0.10, 0.09, 0.11, 0.10, 0.10, 0.10, 0.07, 0.07, 0.06, -0.10, -0.26, -0.23, -0.23, -0.27, -0.11, 0.07, 0.07, 0.07, 0.10, 0.09, 0.10, 0.10, 0.11, 0.10, 0.10, 0.10, 0.08, 0.07, 0.06]}

***

3.
{"formula": "C28H61ClFN4O6P", "method": "ωB97M-V/def2-TZVPD", "gap_ev": 8.36, "homo_energy_ev": -8.04, "smiles": "CC(=O)N(C)C(=O)O[C@@](CCF)(CCC(=O)O)P(O)Cl.CCN(CC)CC.CCN(CC)CC.CCN(CC)CC", "multiplicity": 1, "elements": ["C", "C", "O", "N", "C", "C", "O", "O", "C", "C", "C", "F", "C", "C", "C", "O", "O", "P", "O", "Cl", "H", "H", "H", "H", "H", "H", "H", "H", "H", "H", "H", "H", "H", "H", "H", "H", "C", "C", "N", "C", "C", "C", "C", "H", "H", "H", "H", "H", "H", "H", "H", "H", "H", "H", "H", "H", "H", "H", "C", "C", "N", "C", "C", "C", "C", "H", "H", "H", "H", "H", "H", "H", "H", "H", "H", "H", "H", "H", "H", "H", "C", "C", "N", "C", "C", "C", "C", "H", "H", "H", "H", "H", "H", "H", "H", "H", "H", "H", "H", "H", "H", "H"], "xyz": [[4.65, -3.51, 3.03], [4.68, -2.02, 2.76], [4.64, -1.27, 3.66], [4.77, -1.57, 1.41], [5.24, -0.18, 1.30], [3.58, -1.78, 0.69], [3.51, -1.53, -0.45], [2.61, -2.29, 1.44], [1.29, -2.04, 0.95], [0.35, -2.51, 2.08], [-1.13, -2.46, 1.73], [-1.71, -3.69, 1.90], [1.02, -0.55, 0.71], [1.43, 0.33, 1.89], [0.33, 0.53, 2.90], [-0.78, 0.72, 2.64], [0.70, 0.44, 4.19], [0.80, -3.14, -0.53], [0.91, -2.17, -1.84], [2.39, -4.50, -0.62], [3.88, -3.66, 3.78], [4.32, -4.04, 2.14], [5.63, -3.84, 3.35], [6.06, -0.07, 1.99], [5.66, -0.01, 0.32], [4.49, 0.57, 1.55], [0.59, -3.57, 2.22], [0.60, -2.03, 3.02], [-1.62, -1.80, 2.45], [-1.35, -2.05, 0.75], [-0.03, -0.36, 0.48], [1.56, -0.18, -0.15], [1.70, 1.30, 1.49], [2.32, -0.06, 2.39], [1.66, 0.43, 4.27], [1.46, -1.38, -1.67], [-5.17, 4.11, -1.74], [-4.43, 2.84, -1.33], [-4.08, 2.79, 0.07], [-3.16, 1.72, 0.40], [-3.65, 0.28, 0.21], [-5.18, 2.98, 1.00], [-6.36, 2.00, 0.93], [-4.59, 5.00, -1.48], [-5.33, 4.11, -2.82], [-6.15, 4.19, -1.27], [-3.51, 2.80, -1.92], [-5.03, 1.97, -1.64], [-2.81, 1.84, 1.43], [-2.26, 1.85, -0.22], [-4.33, -0.03, 1.00], [-2.79, -0.40, 0.25], [-4.13, 0.12, -0.75], [-5.57, 3.99, 0.87], [-4.78, 2.98, 2.02], [-6.66, 1.80, -0.10], [-7.22, 2.43, 1.45], [-6.13, 1.05, 1.41], [8.19, -2.56, 1.16], [8.61, -2.04, 2.53], [9.91, -2.52, 2.96], [10.19, -2.23, 4.36], [10.32, -0.76, 4.78], [11.01, -2.29, 2.04], [11.32, -0.84, 1.63], [8.20, -3.65, 1.14], [7.18, -2.22, 0.94], [8.84, -2.19, 0.36], [7.87, -2.37, 3.26], [8.56, -0.94, 2.51], [11.10, -2.76, 4.65], [9.40, -2.68, 4.95], [11.27, -0.33, 4.47], [10.29, -0.69, 5.87], [9.51, -0.14, 4.39], [10.81, -2.86, 1.12], [11.91, -2.74, 2.45], [10.41, -0.27, 1.41], [11.93, -0.83, 0.73], [11.88, -0.31, 2.40], [-7.49, 0.66, -3.48], [-7.98, 1.96, -4.11], [-7.95, 1.96, -5.56], [-8.17, 3.28, -6.14], [-9.53, 3.95, -5.92], [-8.66, 0.87, -6.21], [-10.16, 0.70, -5.91], [-6.48, 0.42, -3.82], [-7.47, 0.77, -2.40], [-8.15, -0.18, -3.71], [-7.33, 2.76, -3.76], [-8.99, 2.18, -3.72], [-7.97, 3.23, -7.21], [-7.40, 3.94, -5.74], [-10.31, 3.51, -6.55], [-9.46, 5.00, -6.19], [-9.86, 3.90, -4.88], [-8.16, -0.07, -5.94], [-8.51, 0.95, -7.29], [-10.39, 0.83, -4.86], [-10.48, -0.30, -6.20], [-10.76, 1.40, -6.49]], "lowdin_charge": [0.03, -0.50, 0.13, 0.01, -0.02, -0.60, 0.14, -0.03, -0.55, -0.13, -0.25, -0.02, -0.13, -0.06, -0.57, 0.16, 0.13, 0.71, -0.32, 0.26, 0.09, 0.08, 0.09, 0.09, 0.10, 0.09, 0.13, 0.12, 0.12, 0.08, 0.12, 0.10, 0.14, 0.11, 0.12, 0.04, -0.09, -0.27, -0.19, -0.25, -0.07, -0.24, -0.08, 0.08, 0.06, 0.06, 0.12, 0.09, 0.10, 0.11, 0.06, 0.04, 0.07, 0.10, 0.12, 0.05, 0.07, 0.06, -0.08, -0.28, -0.20, -0.25, -0.09, -0.25, -0.08, 0.08, 0.05, 0.07, 0.11, 0.10, 0.11, 0.11, 0.05, 0.07, 0.07, 0.10, 0.11, 0.07, 0.07, 0.05, -0.09, -0.27, -0.20, -0.25, -0.09, -0.25, -0.08, 0.08, 0.06, 0.07, 0.10, 0.10, 0.11, 0.11, 0.05, 0.07, 0.07, 0.10, 0.11, 0.07, 0.07, 0.05]}

***

| no. | maximum force (eV/Å) |
| --- | --- |
| 1 | 4.049 |
| 2 | 1.715 |
| 3 | 4.125 |